1.
Here is 11 unconnected molecules or ions with the total composition C24H47BCl20 from the OMol25 dataset. Energies are from the ωB97M-V functional and the def2-TZVPD basis.

For the frontier orbital gap, the calculation gives 9.949 eV. As for the total charge: 0. The energy above the lowest of the compared OMol25 structures with the same formula, charge and spin is 0.00 kcal/mol. The calculation puts the LUMO energy at 0.448 eV. The value obtained for the HOMO energy is -9.5016 eV.

Atoms and positions in Å:
Cl (5.661, -2.237, 1.131)
Cl (5.406, 0.585, 0.442)
Cl (4.633, 8.983, -3.049)
Cl (3.493, 3.180, -1.958)
Cl (-2.581, 2.547, 3.437)
Cl (-0.279, -5.313, 1.094)
Cl (7.184, 9.216, -4.478)
Cl (2.331, -3.980, 1.253)
Cl (0.856, 1.860, -3.460)
Cl (1.906, -0.452, -4.914)
Cl (10.028, -0.916, 2.023)
Cl (-7.447, -1.084, 3.957)
Cl (-0.695, -1.963, -6.635)
Cl (-4.404, -6.542, 0.323)
Cl (-1.445, 0.287, 4.913)
Cl (-2.954, -0.321, -5.730)
Cl (9.483, 0.130, -0.669)
Cl (-5.664, -4.256, 1.658)
Cl (5.817, 4.972, -1.951)
Cl (-9.898, 0.491, 4.358)
C (2.129, -0.579, -0.055)
C (1.474, -1.614, -0.981)
C (0.720, 0.859, -4.910)
C (-4.814, -0.649, 2.761)
C (-2.307, -1.958, -5.911)
C (0.119, -1.256, -1.607)
C (6.531, -0.720, 0.843)
C (-5.411, -0.275, 0.331)
C (-5.072, 0.331, 1.707)
C (10.689, -0.569, 0.420)
C (-5.634, -5.274, 0.219)
C (-9.161, -1.120, 4.410)
C (-2.306, -2.126, -1.633)
C (-4.729, -1.371, 3.711)
C (0.932, 1.678, 0.138)
C (1.201, 0.316, 0.780)
C (4.576, 4.168, -0.976)
C (0.604, 2.820, 2.417)
C (-2.111, 1.919, 5.021)
C (0.078, 2.608, 0.998)
C (1.431, -5.480, 1.514)
C (6.378, 8.719, -2.985)
C (-4.192, -0.366, -0.625)
C (-1.111, -1.647, -0.772)
B (-3.650, -1.817, -0.876)
H (0.079, 3.595, 0.520)
H (-0.971, 2.302, 1.022)
H (-4.401, 0.132, -1.577)
H (1.504, -5.748, 2.561)
H (6.558, 7.663, -2.829)
H (-6.166, 0.360, -0.135)
H (-3.384, 0.224, -0.175)
H (-0.276, 0.432, -4.935)
H (1.907, 2.139, -0.044)
H (0.438, 1.563, -0.827)
H (0.273, -0.179, 1.077)
H (-2.976, -2.525, -6.546)
H (7.212, -0.857, 0.015)
H (1.393, -2.581, -0.484)
H (-5.407, -4.647, -0.636)
H (-2.240, -2.409, -4.927)
H (-4.169, 0.944, 1.633)
H (7.079, -0.452, 1.738)
H (-4.305, -2.728, -0.454)
H (-0.814, -2.411, -0.053)
H (-5.861, 1.005, 2.047)
H (11.502, 0.138, 0.529)
H (0.051, -1.835, -2.537)
H (2.166, -1.774, -1.814)
H (1.634, 3.183, 2.408)
H (0.078, -0.215, -1.921)
H (-1.352, 2.574, 5.434)
H (2.827, 0.063, -0.593)
H (-5.850, -1.264, 0.462)
H (3.991, 4.927, -0.471)
H (11.046, -1.496, -0.013)
H (1.865, -6.253, 0.892)
H (-6.604, -5.742, 0.103)
H (-2.224, -3.212, -1.721)
H (1.727, 0.538, 1.713)
H (-2.988, 1.897, 5.657)
H (6.784, 9.300, -2.165)
H (-9.246, -1.501, 5.421)
H (0.888, 1.477, -5.783)
H (-4.468, -2.051, 4.487)
H (2.735, -1.144, 0.661)
H (-2.297, -1.655, -2.620)
H (-1.429, -0.788, -0.174)
H (-9.694, -1.761, 3.717)
H (5.071, 3.528, -0.255)
H (-0.019, 3.562, 2.916)
H (0.537, 1.898, 2.995)

***

2.
Here is a molecular structure, C18H21NiO6S6 from the OMol25 dataset. Energies are from the ωB97M-V functional and the def2-TZVPD basis.

For the frontier orbital gap (alpha / beta), the calculation gives 7.603 / 7.609 eV. As for the total charge: -1. The energy above the lowest of the compared OMol25 structures with the same formula, charge and spin is 0.00 kcal/mol. The calculation puts the LUMO energy (alpha / beta) at 2.373 / 2.373 eV. The value obtained for the HOMO energy (alpha / beta) is -5.2300 / -5.2356 eV.

Atoms and positions in Å:
Ni (0.089, -0.638, -0.408)
S (-2.219, 0.783, -0.731)
S (2.077, -1.525, -0.157)
S (2.433, 1.411, -2.252)
S (0.306, 2.021, 1.397)
S (5.068, 0.903, 0.167)
S (-0.208, -2.407, -1.711)
O (-0.972, 1.018, -1.469)
O (-3.420, 0.801, -1.532)
O (1.005, 2.867, 0.459)
O (0.372, 0.580, 1.042)
O (0.682, 2.174, 2.784)
O (-2.049, -0.427, 0.091)
C (-3.911, 3.800, 1.321)
C (-1.383, -1.290, -5.985)
C (-0.225, -2.011, -5.730)
C (-1.689, 3.602, 2.195)
C (0.128, -2.316, -4.423)
C (2.487, -0.328, -2.710)
C (-2.403, 2.138, 0.430)
C (4.787, 2.273, -0.981)
C (2.998, -0.670, 1.158)
C (-1.845, -1.213, -3.619)
C (-3.645, 2.763, 0.443)
C (-0.673, -1.917, -3.352)
C (-2.187, -0.894, -4.925)
C (3.441, 0.770, 0.979)
C (3.031, -1.322, -1.695)
C (4.191, 1.872, -2.325)
C (-2.927, 4.221, 2.202)
C (-1.410, 2.561, 1.314)
H (1.451, -0.575, -2.938)
H (2.722, 1.332, 0.389)
H (3.840, -1.322, 1.405)
H (3.500, 1.241, 1.960)
H (-1.657, -1.039, -7.003)
H (-2.490, -0.907, -2.809)
H (2.286, -0.721, 1.983)
H (3.052, -0.442, -3.640)
H (-3.093, -0.329, -5.108)
H (5.770, 2.725, -1.138)
H (4.052, -1.089, -1.395)
H (-4.393, 2.413, -0.253)
H (1.035, -2.872, -4.218)
H (3.010, -2.316, -2.144)
H (-3.120, 5.029, 2.897)
H (-4.885, 4.274, 1.316)
H (-0.915, 3.913, 2.882)
H (4.756, 1.042, -2.752)
H (0.410, -2.330, -6.548)
H (4.274, 2.717, -3.014)
H (4.162, 3.017, -0.485)

***

3.
Here is 2 unconnected molecules or ions with the total composition C9H15N2 from the OMol25 dataset. Energies are from the ωB97M-V functional and the def2-TZVPD basis.

For the frontier orbital gap, the calculation gives 6.951 eV. As for the total charge: +1. The energy above the lowest of the compared OMol25 structures with the same formula, charge and spin is 152.69 kcal/mol. The calculation puts the LUMO energy at -3.562 eV. The value obtained for the HOMO energy is -10.5127 eV.

Atoms and positions in Å:
N (3.024, 1.667, 1.774)
N (1.004, 0.949, 0.908)
C (2.327, 0.929, 0.918)
C (0.334, -0.022, 0.109)
C (0.977, 0.412, -2.054)
C (-1.119, -0.139, 0.228)
C (-1.419, -1.007, 1.558)
C (-0.160, 0.344, -2.834)
C (-2.002, -2.120, 0.721)
C (0.181, 1.576, -2.488)
C (-1.902, -1.170, -0.485)
H (1.930, 0.011, -1.973)
H (0.481, 1.780, 1.286)
H (-1.736, 0.794, 0.290)
H (0.824, -0.958, 0.126)
H (-2.984, -2.422, 0.930)
H (-0.378, -1.348, 1.981)
H (-1.593, -1.635, -1.382)
H (-1.961, -0.617, 2.353)
H (2.496, 2.554, 2.186)
H (-2.861, -0.841, -0.756)
H (0.138, 2.564, -2.709)
H (3.935, 1.820, 1.537)
H (-1.310, -2.961, 0.719)
H (2.671, 0.100, 0.332)
H (-0.897, -0.261, -3.278)

***

4.
Here is a gas-phase ion, C26H29N2O4 (charge +1) from the OMol25 dataset. Energies are from the ωB97M-V functional and the def2-TZVPD basis.

For the frontier orbital gap, the calculation gives 9.461 eV. As for the total charge: +1. The energy above the lowest of the compared OMol25 structures with the same formula, charge and spin is 0.00 kcal/mol. The calculation puts the LUMO energy at -2.083 eV. The value obtained for the HOMO energy is -11.5435 eV.

Atoms and positions in Å:
O (-5.644, -0.844, 2.060)
O (-6.431, -0.589, -0.024)
O (3.331, -0.098, -1.108)
O (1.149, -0.515, 0.415)
N (3.281, 0.768, 1.353)
N (-0.257, -0.478, -1.378)
C (-4.103, -0.663, 0.259)
C (4.476, -0.080, 1.529)
C (3.863, -1.294, -0.634)
C (1.378, 2.767, 0.738)
C (0.819, 3.384, -1.924)
C (1.656, 2.409, 2.178)
C (-0.155, 2.813, -1.121)
C (4.474, -3.604, -0.927)
C (-2.635, -0.397, -1.618)
C (-5.459, -0.712, 0.876)
C (5.063, -3.614, 0.325)
C (-1.717, -0.802, 0.574)
C (0.942, -0.407, -0.789)
C (5.045, -2.467, 1.094)
C (2.091, -0.141, -1.772)
C (-3.913, -0.444, -1.102)
C (-8.726, -0.448, -0.686)
C (2.347, 3.353, -0.072)
C (4.449, -1.298, 0.636)
C (3.879, -2.451, -1.403)
C (3.033, 1.779, 2.396)
C (-2.999, -0.845, 1.086)
C (-7.772, -0.625, 0.479)
C (2.069, 3.658, -1.394)
C (0.125, 2.504, 0.199)
C (-1.532, -0.569, -0.784)
H (5.501, -2.472, 2.072)
H (4.517, -0.411, 2.570)
H (-1.139, 2.614, -1.518)
H (-0.641, 2.060, 0.817)
H (3.064, 1.297, 3.375)
H (-4.768, -0.310, -1.745)
H (-0.870, -0.955, 1.220)
H (0.602, 3.629, -2.952)
H (-0.285, -0.367, -2.384)
H (-2.486, -0.224, -2.675)
H (5.372, 0.517, 1.328)
H (2.074, -0.883, -2.577)
H (-7.889, 0.174, 1.220)
H (0.885, 1.716, 2.516)
H (2.828, 4.119, -2.008)
H (-8.587, -1.247, -1.411)
H (-8.548, 0.504, -1.178)
H (2.428, 0.149, 1.214)
H (1.583, 3.306, 2.797)
H (3.444, -2.453, -2.390)
H (-9.749, -0.474, -0.324)
H (3.826, 2.529, 2.359)
H (1.961, 0.855, -2.209)
H (5.529, -4.510, 0.701)
H (-7.930, -1.583, 0.986)
H (3.315, 3.613, 0.332)
H (4.481, -4.490, -1.541)
H (-3.168, -1.022, 2.138)
H (3.356, 1.244, 0.440)

***

5.
Here is C6H12O in the gas phase from the OMol25 dataset. Energies are from the ωB97M-V functional and the def2-TZVPD basis.

For the frontier orbital gap, the calculation gives 10.376 eV. As for the total charge: 0. The energy above the lowest of the compared OMol25 structures with the same formula, charge and spin is 27.57 kcal/mol. The calculation puts the LUMO energy at 0.953 eV. The value obtained for the HOMO energy is -9.4227 eV.

Atoms and positions in Å:
O (0.589, 0.373, -2.426)
C (-1.808, 1.279, 0.748)
C (1.713, 0.075, -1.590)
C (-0.972, 0.258, 0.840)
C (1.274, -0.534, -0.260)
C (0.500, 0.507, 0.584)
C (-1.380, -1.159, 1.094)
H (-0.192, 0.371, -1.863)
H (0.679, 1.523, 0.235)
H (0.953, 0.432, 1.580)
H (-2.409, -1.231, 1.447)
H (-1.290, -1.733, 0.170)
H (-0.723, -1.622, 1.833)
H (2.351, -0.593, -2.163)
H (0.675, -1.416, -0.496)
H (-2.848, 1.159, 1.041)
H (2.152, -0.935, 0.252)
H (2.279, 0.992, -1.388)
H (-1.543, 2.253, 0.362)

***

6.
Here is 11 unconnected molecules or ions with the total composition C46H75ClN4O33P from the OMol25 dataset. Energies are from the ωB97M-V functional and the def2-TZVPD basis.

For the frontier orbital gap, the calculation gives 9.125 eV. As for the total charge: +1. The calculation puts the LUMO energy at -2.689 eV. The value obtained for the HOMO energy is -11.8144 eV.

Atoms and positions in Å:
Cl (-2.536, 6.205, -2.595)
P (2.691, 3.519, -0.547)
O (-3.571, -2.268, 6.442)
O (4.971, 2.651, -6.977)
O (4.229, 1.185, -5.453)
O (-0.887, -0.469, 11.795)
O (-1.858, -5.024, 8.701)
O (0.257, 8.212, -6.156)
O (-6.674, 0.730, -7.494)
O (-2.609, -1.480, 10.808)
O (-5.537, -2.146, -1.765)
O (1.999, 1.826, 7.075)
O (3.570, -8.605, -1.070)
O (-0.120, 1.504, 2.756)
O (-5.651, 0.382, -5.534)
O (3.461, 3.300, -5.468)
O (4.173, -9.837, 0.702)
O (-2.871, -5.424, 10.662)
O (3.888, -2.932, -1.564)
O (-2.814, -3.644, 4.858)
O (-5.024, -0.782, -7.344)
O (-4.926, -0.108, -2.445)
O (-3.425, -6.610, 8.839)
O (3.900, 2.768, 0.225)
O (-0.955, -0.634, 9.560)
O (3.995, -7.624, 0.904)
O (3.165, -0.045, 7.478)
O (2.001, 4.530, 0.529)
O (4.927, -4.919, -1.470)
O (1.347, -0.124, 6.173)
O (1.440, 9.888, -5.249)
O (-1.583, -1.883, 5.507)
O (-3.376, -1.684, -2.074)
O (3.256, -4.607, -2.915)
O (-0.536, 9.323, -4.377)
N (1.509, 2.325, -0.835)
N (-0.330, 2.368, 0.534)
N (-0.389, 3.111, -1.755)
N (3.151, 4.354, -1.756)
C (4.163, -8.131, 2.233)
C (-2.672, -2.684, 5.537)
C (-0.414, -0.713, -4.014)
C (1.070, -0.593, -4.325)
C (-0.302, 5.776, -4.026)
C (2.159, 0.670, 6.929)
C (0.056, 10.244, -3.454)
C (3.846, -5.868, -3.264)
C (3.898, 4.496, -6.132)
C (-2.947, -1.240, 7.231)
C (-1.877, -0.736, 6.308)
C (3.882, -8.683, 0.069)
C (-6.472, 1.542, -5.359)
C (2.770, 1.328, -2.856)
C (1.990, -1.099, -3.181)
C (0.177, 2.616, -0.607)
C (-1.862, -0.689, 12.825)
C (1.989, -1.401, 6.050)
C (-0.226, 0.117, 3.104)
C (1.118, 10.910, -4.299)
C (0.376, 9.058, -5.341)
C (-4.845, -3.400, -1.693)
C (1.474, 1.616, -2.140)
C (-1.240, 5.044, -3.065)
C (-3.421, -2.971, -1.444)
C (4.725, -9.510, 1.983)
C (-4.644, -1.203, -2.119)
C (0.550, 1.832, 1.608)
C (-2.329, 1.867, -5.835)
C (-0.503, 4.576, -1.809)
C (4.528, 3.950, -7.391)
C (4.223, 2.270, -5.922)
C (0.417, 2.495, -2.842)
C (-1.815, -5.736, 7.460)
C (2.891, -1.432, 7.262)
C (-2.747, -1.749, 12.210)
C (-5.717, 0.030, -6.842)
C (-1.257, -0.388, -5.275)
C (-3.149, -6.441, 7.441)
C (-2.733, -5.664, 9.516)
C (4.614, -6.218, -2.015)
C (-2.430, 0.572, -5.001)
C (3.144, -0.151, -2.848)
C (-7.440, 1.436, -6.514)
C (-1.436, -0.839, 10.624)
C (4.015, -4.047, -1.943)
H (1.197, -1.241, -5.184)
H (-1.668, 4.180, -3.549)
H (2.393, -1.835, 8.145)
H (3.611, 1.916, -2.514)
H (-1.700, -1.281, -5.689)
H (-3.199, -2.856, -0.380)
H (1.417, -1.314, -2.284)
H (-2.395, -2.762, 12.411)
H (0.121, 5.021, -4.687)
H (-2.524, 0.847, -3.954)
H (-3.784, -1.668, 12.522)
H (3.060, 5.160, -6.330)
H (2.546, -1.429, 5.111)
H (-5.842, 2.432, -5.418)
H (-0.823, 6.478, -4.650)
H (-7.755, 2.405, -6.893)
H (-1.309, 2.543, 0.709)
H (3.085, -6.604, -3.508)
H (-1.091, 4.886, -0.956)
H (2.635, 1.604, -3.885)
H (5.521, -6.779, -2.224)
H (-0.994, -0.398, 6.839)
H (1.995, 11.198, -3.726)
H (0.350, -0.070, 4.015)
H (-6.966, 1.522, -4.392)
H (-2.393, 0.245, 13.013)
H (1.178, 2.676, 1.871)
H (-4.965, -3.925, -2.643)
H (-3.662, -0.472, 7.512)
H (-3.114, -7.400, 6.932)
H (3.809, 3.835, -8.204)
H (-2.787, 1.691, -6.803)
H (-3.386, 0.141, -5.289)
H (-1.279, -0.082, 3.247)
H (-3.938, -5.832, 6.995)
H (-0.603, 0.109, -5.984)
H (0.523, 6.231, -3.497)
H (-1.690, -5.051, 6.626)
H (-2.901, 2.676, -5.394)
H (4.015, -6.768, -1.300)
H (-0.745, -0.051, -3.215)
H (1.322, 0.411, -4.648)
H (5.814, -9.514, 1.910)
H (-1.388, -1.016, 13.746)
H (4.615, 5.012, -5.492)
H (0.741, 11.783, -4.834)
H (4.420, -10.234, 2.733)
H (0.863, 0.745, -1.929)
H (4.834, -7.498, 2.808)
H (-0.159, 1.992, -3.608)
H (3.810, -1.986, 7.090)
H (2.411, -2.044, -3.479)
H (-8.325, 0.847, -6.266)
H (1.212, 1.060, 1.239)
H (-2.540, -1.689, 8.133)
H (-0.684, 10.943, -3.075)
H (-5.242, -4.012, -0.899)
H (0.109, -0.577, 2.338)
H (3.940, -0.329, -3.551)
H (0.794, 3.360, -3.394)
H (4.493, -5.724, -4.132)
H (3.890, 3.127, 1.114)
H (-0.971, -6.430, 7.480)
H (2.170, 4.254, 1.434)
H (3.511, -0.402, -1.860)
H (-2.692, -3.644, -1.887)
H (0.477, 9.683, -2.617)
H (5.362, 4.551, -7.741)
H (2.669, 4.015, -2.581)
H (3.190, -8.157, 2.726)
H (1.255, -2.204, 6.050)
H (0.493, 5.001, -1.713)
H (-2.229, 0.070, 5.659)
H (-0.669, -1.708, -3.668)
H (-1.298, 2.149, -6.021)

***

Max |F| (computed, hartree/bohr): 0.02163; 0.00444; 0.09474; 0.01194; 0.02710; 0.04465